{"formula": "CH3IOS2", "method": "wB97M-V/def2-TZVPD", "spin_multiplicity": 1, "homo_ev": [-8.727, -8.568], "e_lumo_ev": [-1.61, -1.82], "gap_ha": [0.2617, 0.2480], "de_lowest_kcal_mol": 52.4, "elements": ["C", "O", "S", "S", "I", "H", "H", "H"], "xyz": [[-0.35, -1.29, -0.06], [-4.40, 2.54, 0.72], [-1.51, -1.03, 1.28], [-4.43, 1.68, -0.47], [-4.26, -0.63, 0.32], [-0.96, -1.63, -1.04], [0.44, -2.08, 0.12], [0.25, -0.41, -0.46]], "mulliken_charge": [-0.65, -0.34, -0.18, 0.31, 0.13, 0.20, 0.26, 0.26]}

---

{"formula": "CH3InMgO2", "method": "wB97M-V/def2-TZVPD", "spin_multiplicity": 1, "homo_ev": -5.833, "e_lumo_ev": -0.42, "gap_ha": 0.1990, "de_lowest_kcal_mol": 46.9, "elements": ["O", "C", "O", "H", "H", "In", "Mg", "H"], "xyz": [[1.30, 0.71, 0.19], [-0.02, 1.01, -0.09], [-0.79, -0.17, 0.05], [-0.14, 1.41, -1.12], [-0.43, 1.77, 0.61], [0.84, -1.11, 0.47], [-2.25, -0.98, -0.99], [1.50, -2.63, 0.89]], "mulliken_charge": [-0.55, 0.05, -0.48, 0.27, 0.19, 0.58, 0.05, -0.12]}

---

{"formula": "CH3N2O", "method": "wB97M-V/def2-TZVPD", "spin_multiplicity": 1, "homo_ev": [-16.708, -16.708], "smiles": "C=[NH+]N=O", "e_lumo_ev": [-6.88, -6.88], "gap_ha": [0.3610, 0.3611], "charge": 1, "de_lowest_kcal_mol": 85.8, "elements": ["C", "N", "N", "O", "H", "H", "H"], "xyz": [[-0.70, 0.38, 0.07], [0.00, -0.63, -0.16], [1.32, -0.41, 0.30], [2.00, 0.44, -0.11], [-0.25, 1.38, -0.08], [-1.79, 0.34, 0.19], [-0.58, -1.50, -0.21]], "mulliken_charge": [-0.15, 0.14, 0.20, -0.14, 0.30, 0.28, 0.36]}